Record 1
Molecular formula: C16H32IO6
Method: DFT, ωB97M-V with the def2-TZVPD basis set

Each line ends with the natural charge from an NBO analysis.
Geometry (Å):
I (-1.776, 1.348, -1.276)  -0.1863
O (3.903, 2.403, 1.914)  -0.5162
O (2.658, -1.899, 2.733)  -0.5791
O (2.453, 1.228, 0.757)  -0.5490
O (-6.238, 1.503, -4.304)  -0.5111
O (3.000, -4.066, 2.807)  -0.5141
O (-4.574, 0.621, -5.428)  -0.5543
C (4.362, -5.705, 1.634)  -0.6355
C (-6.764, 2.504, -3.438)  -0.0693
C (-0.738, -0.575, -1.208)  -0.2800
C (-0.774, -0.476, 1.411)  -0.6414
C (4.232, 3.226, 3.029)  -0.0650
C (-5.010, 1.573, -4.852)  0.7990
C (-4.260, 2.879, -4.809)  -0.7452
C (2.809, -2.921, 2.126)  0.8040
C (-7.414, 3.628, -4.219)  -0.6349
C (4.795, 2.408, 4.174)  -0.6360
C (-1.153, -1.498, -2.384)  -0.9334
C (2.996, -5.351, 2.186)  -0.0686
C (1.800, 1.673, 2.975)  -0.7558
C (2.876, -2.933, 0.623)  -0.7506
C (-0.988, -1.319, 0.119)  -0.4284
C (2.720, 1.767, 1.787)  0.7982
H (4.669, -5.010, 0.853)  0.2128
H (-4.492, 3.495, -3.943)  0.2144
H (4.065, 1.691, 4.550)  0.2167
H (2.005, 0.744, 3.507)  0.2612
H (1.878, 2.514, 3.662)  0.2003
H (2.727, -6.055, 2.973)  0.1893
H (-0.243, -2.124, 0.154)  0.1920
H (5.662, 1.838, 3.839)  0.2159
H (-4.472, 3.433, -5.724)  0.2274
H (4.991, 3.920, 2.668)  0.1872
H (-1.369, 0.441, 1.428)  0.2062
H (-1.873, -0.991, -3.045)  0.1623
H (5.098, 3.059, 4.997)  0.2062
H (-5.997, 2.864, -2.751)  0.1855
H (0.340, -0.386, -1.299)  0.1849
H (2.203, -2.164, 0.246)  0.2741
H (-0.242, -1.628, -3.007)  0.1363
H (2.213, -5.415, 1.430)  0.1849
H (-1.028, -1.126, 2.261)  0.1859
H (0.290, -0.238, 1.511)  0.2035
H (-3.195, 2.663, -4.761)  0.2648
H (-8.191, 3.232, -4.875)  0.2119
H (-6.692, 4.146, -4.851)  0.2073
H (4.356, -6.713, 1.217)  0.2125
H (3.376, 3.830, 3.333)  0.1734
H (5.113, -5.655, 2.424)  0.2119
H (-1.960, -1.818, 0.122)  0.2054
H (0.775, 1.654, 2.610)  0.2628
H (3.893, -2.701, 0.309)  0.2387
H (-7.514, 2.000, -2.830)  0.1919
H (2.560, -3.872, 0.174)  0.2160
H (-7.864, 4.355, -3.541)  0.2095

Its charge is -1. The value obtained for the highest occupied orbital energy is -1.54 eV. The calculation puts the HOMO-LUMO gap at 4.123 eV. Its LUMO energy is 2.58 eV.



Record 2
Molecular formula: C30H53ClF6IN3O8S
Method: DFT, ωB97M-V with the def2-TZVPD basis set

Each line ends with the Löwdin charge.
Geometry (Å):
I (1.519, 6.158, 1.426)  0.7824
Cl (3.626, 2.021, 4.419)  0.7763
S (0.098, -1.456, 1.283)  0.9596
F (1.323, 0.709, -2.676)  0.1486
F (2.480, 0.000, -0.029)  0.1215
F (-1.511, 0.095, -0.691)  0.1073
F (0.836, -1.079, -1.585)  0.1169
F (2.078, 1.982, -0.798)  0.1223
F (-1.199, -0.149, -2.824)  0.1280
O (-2.377, 2.355, -1.684)  0.1881
O (2.223, 0.648, 2.678)  -0.0992
O (-1.960, -4.005, -4.653)  -0.1943
O (-0.228, 2.092, 0.543)  0.1502
O (-1.400, -2.435, 3.899)  -0.1610
O (-1.698, -4.490, -9.195)  -0.1790
O (-2.531, -3.207, 4.301)  -0.0198
O (-0.374, 2.794, -2.635)  0.1413
N (0.167, 3.518, 5.098)  0.1425
N (-1.211, -0.119, 3.315)  -0.1016
N (-3.485, -3.131, -7.029)  -0.0516
C (6.999, 0.387, 1.923)  -0.2532
C (0.703, 0.256, -1.571)  -0.3592
C (-1.282, 2.024, -2.005)  -0.4221
C (0.873, 1.010, 2.394)  -0.3253
C (0.435, 2.357, 4.670)  -0.4149
C (5.903, 1.028, 2.789)  -0.2422
C (4.523, 0.654, 2.257)  -0.1878
C (-3.118, -0.923, 1.834)  -0.0442
C (-5.470, 2.379, 2.386)  -0.0987
C (-1.585, -1.070, 4.318)  -0.1822
C (3.598, 4.134, 2.396)  -0.3339
C (8.352, 0.272, 2.650)  -0.1045
C (-0.922, -4.883, -8.079)  -0.1017
C (3.210, 2.780, 1.798)  -0.1804
C (3.331, 1.517, 2.671)  -0.6708
C (0.757, 1.217, 5.605)  -0.0667
C (-3.985, 2.154, 2.055)  -0.2237
C (0.633, 1.327, 0.876)  -0.2436
C (-3.371, -3.846, -4.694)  -0.2183
C (0.333, 2.230, 3.155)  -0.0544
C (-1.246, -2.802, -4.430)  -0.1119
C (0.095, -0.319, 2.742)  -0.4549
C (-2.299, 0.261, 2.392)  -0.3491
C (-0.817, 0.567, -1.732)  -0.3569
C (-3.097, -4.639, -9.053)  -0.2296
C (-3.907, -4.147, -6.076)  -0.2190
C (-3.788, -3.436, -8.422)  -0.2036
C (3.429, 5.210, 1.315)  -0.6340
C (1.490, 0.850, -0.334)  -0.3646
C (-3.240, 1.269, 3.075)  -0.1629
H (-0.744, -4.056, -7.385)  0.0721
H (0.791, 3.141, 2.765)  0.0901
H (-3.890, 1.708, 1.062)  0.1001
H (-1.344, -2.108, -5.273)  0.0845
H (-0.155, 0.921, 6.126)  0.0806
H (-3.526, -2.557, -9.015)  0.1180
H (6.050, 2.113, 2.781)  0.1073
H (1.399, -1.756, 1.374)  -0.0782
H (4.285, -0.365, 2.574)  0.1333
H (-3.973, 0.713, 3.672)  0.1011
H (-2.662, 1.876, 3.776)  0.1117
H (-4.041, -1.076, 2.401)  0.0859
H (9.099, 0.950, 2.234)  0.0658
H (1.225, 0.360, 5.130)  0.0572
H (2.204, 2.916, 1.405)  0.0823
H (-3.325, -5.572, -8.521)  0.1100
H (-3.492, -4.749, -10.067)  0.1202
H (3.849, 2.618, 0.927)  0.1226
H (-0.197, -3.069, -4.317)  0.0919
H (-3.809, -4.551, -3.981)  0.1213
H (-3.653, -2.834, -4.388)  0.1227
H (-6.116, 1.776, 1.745)  0.0689
H (6.667, -0.607, 1.612)  0.1051
H (4.185, 5.987, 1.381)  0.0402
H (8.258, 0.516, 3.711)  0.0660
H (-0.721, 2.333, 2.912)  0.1117
H (0.043, -5.222, -8.454)  0.0870
H (0.226, 3.552, 6.116)  0.0591
H (-1.000, -0.924, 5.227)  0.1206
H (2.940, 4.368, 3.232)  0.0621
H (4.640, 4.140, 2.721)  0.1000
H (-1.586, -2.309, -3.518)  0.0704
H (8.760, -0.739, 2.594)  0.0660
H (-3.481, 3.122, 2.023)  0.1089
H (4.554, 0.640, 1.164)  0.1129
H (-2.637, -0.934, 4.571)  0.1350
H (0.708, -0.832, 3.480)  0.1139
H (-3.413, -0.717, 0.803)  0.0797
H (-5.758, 3.422, 2.248)  0.0660
H (-3.567, -5.157, -6.349)  0.1075
H (7.142, 1.000, 1.030)  0.1062
H (-5.688, 2.119, 3.425)  0.0655
H (-2.487, -2.992, -6.933)  0.0731
H (-1.870, 0.791, 1.542)  0.1059
H (3.460, 4.786, 0.312)  0.0369
H (-5.000, -4.164, -6.039)  0.1232
H (-3.170, -3.010, 3.597)  0.0798
H (6.024, 0.656, 3.807)  0.0950
H (-2.536, -1.845, 1.798)  0.0485
H (-1.394, -5.703, -7.531)  0.0884
H (1.456, 1.583, 6.358)  0.0692
H (-0.774, 3.195, -3.419)  0.1450
H (-4.870, -3.572, -8.517)  0.1173

Its charge is 0. The value obtained for the highest occupied orbital energy is -8.63 eV. The calculation puts the HOMO-LUMO gap at 8.630 eV. Its LUMO energy is 0.00 eV.



Record 3
Molecular formula: C19H13AuBrN3O4
Method: DFT, ωB97M-V with the def2-TZVPD basis set

Each line ends with the natural charge from an NBO analysis.
Geometry (Å):
Au (1.190, 1.167, 0.520)  1.3241
Br (-1.235, 1.445, -3.242)  0.0486
O (2.558, -2.150, 2.216)  -0.5417
O (0.584, -0.873, 3.870)  -0.5361
O (-2.039, 0.066, 0.792)  -0.7161
O (-0.162, 0.327, -0.446)  -0.9280
N (1.384, -0.193, 1.801)  -0.7360
N (-0.113, 1.901, 1.740)  -0.4488
N (2.528, 0.192, -0.473)  -0.4506
C (-1.784, 3.341, 2.719)  -0.2393
C (-3.424, -2.582, -2.209)  -0.2168
C (-2.770, -1.891, -1.187)  -0.1882
C (2.908, -0.924, 0.225)  0.1310
C (-2.048, -0.203, -2.751)  -0.0979
C (-0.897, 2.994, 1.710)  0.0891
C (3.860, -1.826, -0.238)  -0.1937
C (2.247, -1.161, 1.556)  0.6364
C (4.086, -0.457, -2.198)  -0.2435
C (-1.877, 2.513, 3.835)  -0.1260
C (-0.221, 1.101, 2.846)  0.1694
C (-1.083, 1.372, 3.903)  -0.1896
C (-2.062, -0.697, -1.441)  -0.0875
C (0.649, -0.127, 2.895)  0.6343
C (-1.369, -0.029, -0.285)  0.7661
C (3.127, 0.390, -1.661)  0.0908
C (-2.704, -0.902, -3.777)  -0.2286
C (4.457, -1.585, -1.472)  -0.1329
C (-3.386, -2.089, -3.508)  -0.2087
H (-1.124, 0.700, 4.753)  0.2616
H (5.203, -2.272, -1.857)  0.2298
H (-3.959, -3.498, -1.981)  0.2162
H (-2.694, -0.516, -4.793)  0.2221
H (-3.893, -2.619, -4.308)  0.2160
H (-0.787, 3.606, 0.821)  0.2239
H (2.805, 1.282, -2.188)  0.2289
H (4.532, -0.241, -3.161)  0.2398
H (-2.559, 2.750, 4.645)  0.2271
H (-2.388, 4.236, 2.636)  0.2368
H (1.144, 2.417, -0.502)  -0.1834
H (-2.801, -2.271, -0.167)  0.2364
H (4.119, -2.692, 0.361)  0.2650

Its charge is 0. The value obtained for the highest occupied orbital energy is -7.80 eV. The calculation puts the HOMO-LUMO gap at 6.967 eV. Its LUMO energy is -0.83 eV.



Among the records above, which one has the lowest highest occupied orbital energy?
C30H53ClF6IN3O8S